(1)
87
Properties=species:S:1:pos:R:3:mulliken_charge:R:1 method="wB97M-V/def2-TZVPD" energy_ha=-3586.66075 total_charge=+3 e_above_lowest_kj_mol=255.86 gap_ev="4.37 / 4.36"
V 0.17 0.01 -0.03 -0.2891
C -1.01 3.87 -3.49 -1.3822
C -0.05 3.10 -2.66 0.6946
C 1.32 3.26 -2.52 -1.4216
C 1.76 2.29 -1.63 -0.2205
N 0.67 1.55 -1.25 0.4039
N -0.42 2.07 -1.87 0.5497
B -1.78 1.43 -1.56 -0.3640
N -1.61 -0.08 -1.95 0.7334
N -0.44 -0.78 -1.63 0.6380
C -0.32 -1.84 -2.48 -0.2275
C -1.41 -1.83 -3.33 -1.3594
C -2.19 -0.72 -2.99 0.5188
C -3.42 -0.24 -3.65 -1.5413
C 0.77 -2.79 -2.35 0.6990
C 0.65 -4.07 -2.89 -1.0318
C 1.67 -4.99 -2.72 -0.9160
C 2.81 -4.64 -2.01 -0.6803
C 2.95 -3.36 -1.47 -0.5640
C 1.93 -2.45 -1.65 1.5163
N -1.95 1.69 -0.01 0.5654
N -0.90 1.34 0.82 1.2046
C -1.07 1.98 2.02 -0.4650
C -2.23 2.73 1.93 -0.9489
C -2.75 2.53 0.65 0.7614
C -3.97 3.13 0.04 -1.4815
C -0.26 1.70 3.23 0.3919
C 1.14 1.71 3.25 -0.6753
C 1.84 1.14 4.35 -0.2944
C 1.11 0.67 5.47 -0.7690
C -0.25 0.82 5.50 -0.7541
C -0.93 1.32 4.38 -0.6760
C 3.15 2.14 -1.17 0.7190
C 3.75 0.92 -0.85 0.2938
C 5.07 0.86 -0.43 -0.6950
C 5.81 2.03 -0.31 -0.6014
C 5.23 3.25 -0.64 -0.8426
C 3.91 3.31 -1.06 -1.0361
H -0.51 4.70 -3.96 0.4522
H -1.44 3.24 -4.27 0.2878
H -1.83 4.26 -2.88 0.2601
H 1.92 3.97 -3.04 0.7247
H -2.69 1.91 -2.15 0.0071
H -1.62 -2.52 -4.12 0.6276
H -3.85 -1.03 -4.25 0.4781
H -4.16 0.10 -2.92 0.3353
H -3.19 0.60 -4.31 0.2794
H -0.25 -4.36 -3.43 0.4276
H 1.58 -5.99 -3.13 0.4668
H 3.60 -5.37 -1.87 0.4553
H 3.84 -3.09 -0.93 0.5289
H 2.06 -1.43 -1.30 -0.1660
H -2.64 3.36 2.70 0.6404
H -4.63 3.49 0.83 0.4892
H -3.71 3.98 -0.59 0.2615
H -4.51 2.41 -0.57 0.3241
H 1.71 2.20 2.46 0.7720
H 2.90 1.30 4.45 0.6673
H 1.65 0.25 6.31 0.5439
H -0.82 0.53 6.38 0.4650
H -2.01 1.36 4.40 0.5257
H 3.22 -0.01 -1.00 0.3982
H 5.52 -0.10 -0.21 0.4970
H 6.84 1.99 0.02 0.4549
H 5.80 4.16 -0.56 0.4552
H 3.48 4.27 -1.28 0.5053
C -4.23 -4.26 1.97 -1.5170
C -3.22 -3.25 1.57 0.9604
C -3.34 -1.90 1.91 -1.3726
C -2.39 -0.99 1.50 -0.1249
N -1.33 -1.33 0.75 0.9247
C -1.18 -2.64 0.45 0.0498
C -2.09 -3.60 0.83 -1.2344
H -4.99 -3.84 2.62 0.3863
H -3.75 -5.10 2.48 0.4008
H -4.72 -4.67 1.08 0.3491
H -4.18 -1.56 2.50 0.4689
H -2.48 0.04 1.80 0.3981
H -0.28 -2.92 -0.08 0.4563
H -1.90 -4.63 0.56 0.5741
F 3.70 -1.64 1.95 -0.3398
Te 2.18 -0.77 2.55 1.2191
F 1.51 -2.20 1.49 -0.3054
F 2.40 -1.80 4.05 -0.2910
F 0.34 -0.89 2.96 -0.3655
F 3.44 0.61 2.38 -0.3205
O 1.54 0.13 0.84 0.0662

***

(2)
81
Properties=species:S:1:pos:R:3:lowdin_spin:R:1 method="wB97M-V/def2-TZVPD" energy_ha=-8238.37975 total_charge=+4 e_above_lowest_kj_mol=404.78 multiplicity=8 gap_ev="5.92 / 3.63" s_squared=16.4819
Gd -0.74 -0.37 -1.18 5.8138
O -6.73 -2.83 -0.10 0.0003
C -5.62 -2.15 -0.21 0.0005
C -5.37 -0.91 0.40 -0.0001
C -4.15 -0.31 0.20 0.0015
N -3.17 -0.83 -0.57 0.0116
C -3.46 -2.00 -1.14 0.0031
Br -2.08 -2.68 -2.28 0.0224
C -4.62 -2.71 -1.02 0.0006
H -7.41 -2.40 0.45 0.0000
H -6.11 -0.43 1.03 0.0000
H -3.94 0.64 0.67 0.0003
H -4.79 -3.65 -1.53 0.0001
I 2.22 -0.52 -2.21 0.0676
C 3.83 -0.96 -0.87 0.1937
C 5.01 -0.82 -1.56 0.0348
C 6.22 -1.16 -0.96 0.1006
C 6.20 -1.67 0.31 0.1586
C 4.99 -1.84 1.02 0.0013
C 5.06 -2.43 2.30 0.1428
C 3.93 -2.66 3.05 0.0716
C 2.70 -2.26 2.53 0.0346
C 2.57 -1.62 1.30 0.1694
P 0.85 -1.09 1.01 0.0394
C 0.46 0.17 2.25 0.0151
C -0.87 0.63 2.28 0.0098
C -1.25 1.63 3.17 0.0022
C -0.30 2.18 4.03 -0.0003
C 1.01 1.74 4.00 0.0018
C 1.40 0.73 3.12 0.0020
C -0.15 -2.54 1.38 0.0115
C -1.01 -2.65 2.47 0.0024
C -1.68 -3.84 2.71 0.0029
C -1.50 -4.92 1.85 0.0079
C -0.65 -4.82 0.76 -0.0003
C 0.03 -3.64 0.52 0.0094
C 3.72 -1.44 0.47 -0.0015
H 5.02 -0.47 -2.59 -0.0013
H 7.15 -1.05 -1.51 0.0025
H 7.12 -1.98 0.80 0.0043
H 6.04 -2.72 2.68 0.0039
H 3.99 -3.15 4.01 0.0014
H 1.82 -2.43 3.14 -0.0009
H -1.63 0.16 1.66 0.0065
H -2.28 1.96 3.22 0.0001
H -0.60 2.95 4.74 0.0000
H 1.74 2.15 4.69 0.0002
H 2.42 0.39 3.11 0.0013
H -1.14 -1.82 3.16 0.0000
H -2.33 -3.93 3.57 0.0000
H -2.01 -5.85 2.05 0.0003
H -0.49 -5.68 0.11 -0.0001
H 0.73 -3.58 -0.31 0.0005
Br -3.08 2.19 -7.36 0.0002
C -2.43 1.59 -5.73 0.0005
C -1.28 0.80 -5.68 -0.0001
C -0.84 0.38 -4.44 0.0062
N -1.45 0.68 -3.28 0.0131
C -2.57 1.42 -3.36 0.0031
C -3.09 1.90 -4.55 0.0001
H -0.75 0.52 -6.58 0.0000
H 0.05 -0.25 -4.39 0.0028
H -3.08 1.64 -2.43 0.0011
H -3.99 2.49 -4.55 0.0001
N 1.33 5.05 -0.60 0.0000
C -0.03 4.86 -1.22 0.0002
C -0.19 3.41 -1.67 0.0014
N 0.01 2.43 -0.58 0.0146
C 1.36 2.64 0.00 0.0024
C 1.57 4.06 0.51 0.0005
H 1.42 6.01 -0.25 0.0000
H 2.05 4.95 -1.32 0.0000
H -0.13 5.55 -2.05 0.0001
H -0.76 5.13 -0.45 0.0000
H 0.52 3.18 -2.46 0.0001
H -1.19 3.30 -2.09 0.0002
H -0.66 2.64 0.16 0.0021
H 2.09 2.41 -0.78 0.0007
H 1.52 1.96 0.83 0.0002
H 2.59 4.21 0.88 0.0001
H 0.87 4.31 1.31 0.0000

***

(3)
83
Properties=species:S:1:pos:R:3:lowdin_spin:R:1 method="wB97M-V/def2-TZVPD" energy_ha=-3425.84057 total_charge=-1 e_above_lowest_kj_mol=16.19 multiplicity=2 gap_ev="6.71 / 6.44" s_squared=0.7608
Hg 0.09 -0.56 -0.89 0.0015
C -0.65 4.08 0.28 0.0000
C -0.72 2.71 -0.35 0.0000
N 0.13 1.78 -0.08 0.0001
N 1.12 2.11 0.83 0.0001
C 2.03 1.22 0.99 0.0000
S 2.27 -0.32 0.22 -0.0005
S 3.31 1.54 2.18 0.0001
C 3.00 3.27 2.63 0.0000
C 3.79 4.26 1.81 0.0000
C 4.85 4.95 2.37 0.0000
C 5.59 5.85 1.62 0.0000
C 5.28 6.07 0.29 0.0000
C 4.22 5.38 -0.29 0.0000
C 3.48 4.48 0.46 0.0000
C -1.81 2.43 -1.30 0.0000
C -3.03 3.09 -1.12 0.0001
C -4.11 2.88 -1.95 0.0001
C -3.95 2.01 -3.03 0.0000
C -2.75 1.37 -3.25 0.0000
C -1.63 1.53 -2.40 -0.0001
O -0.53 0.91 -2.65 -0.0005
H 0.37 4.32 0.58 0.0000
H -1.27 4.10 1.18 0.0000
H -1.03 4.83 -0.41 0.0000
H 3.26 3.36 3.68 0.0000
H 1.92 3.42 2.52 0.0000
H 5.10 4.79 3.41 0.0000
H 6.42 6.38 2.07 0.0000
H 5.86 6.77 -0.31 0.0000
H 3.97 5.53 -1.33 0.0000
H 2.66 3.93 0.02 0.0000
H -3.13 3.77 -0.28 0.0000
H -5.05 3.39 -1.78 0.0000
H -4.78 1.83 -3.71 0.0000
H -2.64 0.69 -4.09 0.0000
C 4.51 0.73 -2.80 0.0000
O 3.39 0.69 -3.68 0.0000
C 2.67 -0.45 -3.59 0.0000
O 3.00 -1.40 -2.93 0.0000
N 1.58 -0.37 -4.43 0.0000
N 0.50 -1.21 -4.09 0.0000
H 4.95 1.71 -2.92 0.0000
H 5.23 -0.04 -3.06 0.0000
H 4.19 0.57 -1.76 0.0000
H 1.33 0.58 -4.67 0.0000
H 0.24 -1.79 -4.87 0.0000
H -0.25 -0.61 -3.74 -0.0002
S -1.65 -2.13 -1.46 0.0140
Sb -2.43 -2.72 0.69 0.3451
C -0.84 -3.88 1.54 -0.0028
C -1.16 -4.89 2.44 0.0020
C -0.16 -5.66 3.03 0.0003
C 1.17 -5.42 2.71 0.0004
C 1.50 -4.43 1.81 0.0002
C 0.50 -3.66 1.22 0.0003
C -3.43 -4.62 -0.04 0.2490
C -2.71 -5.51 -0.82 0.0284
C -3.30 -6.69 -1.25 0.0119
C -4.61 -6.98 -0.90 -0.0076
C -5.34 -6.09 -0.12 0.0053
C -4.74 -4.91 0.31 0.0210
C -1.87 -0.80 1.73 0.2351
C -0.80 -0.68 2.62 0.0295
C -0.55 0.54 3.23 0.0098
C -1.36 1.64 2.97 0.0005
C -2.43 1.51 2.09 0.0046
C -2.68 0.30 1.47 0.0249
H -2.20 -5.09 2.68 0.0012
H -0.42 -6.44 3.73 -0.0001
H 1.95 -6.02 3.17 0.0000
H 2.54 -4.24 1.55 0.0000
H 0.77 -2.89 0.51 0.0000
H -1.69 -5.28 -1.10 0.0040
H -2.74 -7.38 -1.86 0.0021
H -5.07 -7.90 -1.24 -0.0005
H -6.36 -6.31 0.15 0.0016
H -5.31 -4.21 0.92 0.0084
H -0.16 -1.52 2.83 0.0031
H 0.31 0.65 3.89 0.0015
H -1.15 2.59 3.44 0.0001
H -3.06 2.37 1.87 0.0012
H -3.50 0.22 0.76 0.0047

***

(4)
85
Properties=species:S:1:pos:R:3:mulliken_charge:R:1 method="wB97M-V/def2-TZVPD" energy_ha=-3547.60680 total_charge=-2 e_above_lowest_kj_mol=57.24 gap_ev=4.20
Na 0.41 0.69 -0.85 0.4561
S -0.93 1.52 1.91 -0.6681
P -1.48 -0.36 1.96 1.7095
C -0.58 -1.32 0.85 -0.7112
P -0.45 -2.48 -0.38 1.2912
S 0.11 -1.60 -2.21 -0.6483
C 0.85 -3.74 -0.18 0.1546
C 0.72 -5.12 0.06 -0.1542
C 1.83 -5.90 0.34 -0.5597
C 3.05 -5.32 0.49 -0.4691
C 3.20 -3.95 0.41 -0.5166
C 2.09 -3.15 0.08 -0.4913
C -1.87 -3.56 -0.63 -0.0747
C -2.83 -3.75 0.32 -0.4687
C -3.87 -4.63 0.09 -0.3711
C -3.89 -5.41 -1.06 -0.5193
C -2.99 -5.15 -2.08 -0.4947
C -1.99 -4.17 -1.90 -0.3553
C -1.38 -0.88 3.73 0.0077
C -2.19 -1.93 4.22 -0.2911
C -1.95 -2.39 5.52 -0.6559
C -0.83 -1.92 6.22 -0.3440
C -0.08 -0.91 5.71 -0.5069
C -0.42 -0.24 4.49 -0.6858
C -3.29 -0.40 1.72 -0.2228
C -4.18 -0.04 2.69 -0.0878
C -5.57 0.06 2.41 -0.6410
C -6.01 -0.17 1.16 -0.3703
C -5.14 -0.67 0.19 -0.9426
C -3.77 -0.62 0.44 -0.2485
H -0.28 -5.58 -0.09 0.1738
H 1.74 -6.96 0.50 0.3640
H 3.88 -5.97 0.50 0.3684
H 4.19 -3.50 0.47 0.3818
H 2.21 -2.05 -0.07 0.0985
H -2.78 -3.24 1.27 0.4548
H -4.63 -4.75 0.88 0.3659
H -4.61 -6.21 -1.14 0.3831
H -3.04 -5.76 -2.99 0.3105
H -1.31 -3.81 -2.66 0.3297
H -3.04 -2.30 3.64 0.4172
H -2.65 -3.08 6.00 0.3276
H -0.60 -2.32 7.22 0.2940
H 0.76 -0.51 6.30 0.3029
H 0.15 0.60 4.10 0.3009
H -3.81 0.33 3.66 0.3565
H -6.29 0.39 3.19 0.2731
H -7.04 0.04 0.95 0.3855
H -5.46 -0.93 -0.80 0.4314
H -3.04 -0.61 -0.37 0.3111
N -1.92 1.82 -2.15 -0.4672
H -1.76 1.04 -2.78 0.2257
H -1.74 2.66 -2.72 0.1540
H -2.92 1.76 -1.88 0.1698
N 2.85 0.40 -0.51 -0.5202
C 3.70 0.47 0.32 0.3035
N 4.48 0.52 1.35 -0.7126
C 5.71 0.93 1.49 0.5154
N 6.82 1.27 1.71 -0.6819
C 2.83 -0.26 -4.57 -1.0735
N 2.39 0.64 -3.50 0.3291
C 1.57 1.72 -3.63 0.2632
N 1.65 2.46 -4.82 -0.5628
O 0.87 2.15 -2.66 -0.4957
H 2.97 -1.26 -4.09 0.3148
H 3.76 0.04 -5.06 0.2866
H 2.01 -0.34 -5.31 0.3803
H 2.65 0.33 -2.55 0.2449
H 1.86 1.85 -5.64 0.2749
H 0.75 2.93 -4.90 0.3147
N 1.77 8.33 0.06 -0.0739
C 0.68 7.57 0.32 -0.3128
N 0.78 6.31 -0.11 -0.5957
C 1.98 6.26 -0.78 0.5314
C 2.56 5.25 -1.48 -0.3411
C 3.84 5.42 -2.07 -0.7438
C 4.49 6.64 -1.87 -0.2506
C 3.92 7.73 -1.17 -1.1552
C 2.67 7.51 -0.63 0.4671
H 1.86 9.33 0.19 0.1785
H -0.20 7.83 0.88 0.4428
H 1.97 4.34 -1.60 0.7173
H 4.38 4.64 -2.63 0.4174
H 5.44 6.76 -2.30 0.3840
H 4.46 8.67 -1.18 0.3205

***

(5)
91
Properties=species:S:1:pos:R:3:lowdin_spin:R:1 method="wB97M-V/def2-TZVPD" energy_ha=-11564.88020 total_charge=-1 e_above_lowest_kj_mol=301.66 multiplicity=3 gap_ev="5.26 / 4.93" s_squared=2.2279
Mo 0.53 0.92 -0.54 1.6764
Se -1.17 -2.39 -3.26 -0.0344
Se -1.56 -4.62 -3.45 -0.0168
Te -1.26 0.20 -4.53 0.1741
Se -0.37 -0.24 -2.23 -0.1669
O 0.74 3.32 2.60 -0.0005
S 0.90 2.96 1.23 0.0046
O 1.94 1.95 0.85 0.0242
O -0.39 2.56 0.54 0.0383
C 1.51 4.36 0.32 0.0000
C 2.01 5.45 1.01 0.0002
C 2.62 6.48 0.32 -0.0002
C 2.74 6.41 -1.06 0.0000
C 2.24 5.31 -1.76 -0.0005
C 1.63 4.26 -1.08 0.0007
P 0.90 2.82 -2.02 0.0462
C -0.54 3.78 -2.66 0.0074
C -1.31 4.45 -1.70 -0.0006
C -2.51 5.05 -2.04 0.0014
C -2.99 4.98 -3.34 -0.0013
C -2.25 4.31 -4.29 0.0023
C -1.03 3.72 -3.96 0.0050
C 2.16 2.62 -3.33 0.0087
C 2.10 3.00 -4.66 0.0014
C 3.09 2.60 -5.55 0.0004
C 4.16 1.83 -5.12 0.0005
C 4.25 1.48 -3.78 0.0001
C 3.25 1.86 -2.89 0.0029
H 1.91 5.47 2.09 0.0000
H 3.01 7.34 0.85 0.0000
H 3.20 7.21 -1.61 0.0000
H 2.33 5.26 -2.83 -0.0001
H -0.97 4.52 -0.68 -0.0001
H -3.07 5.59 -1.28 0.0001
H -3.94 5.43 -3.59 -0.0001
H -2.61 4.23 -5.31 0.0001
H -0.49 3.21 -4.73 0.0026
H 1.31 3.63 -5.03 0.0000
H 3.02 2.89 -6.59 0.0001
H 4.92 1.51 -5.82 0.0000
H 5.08 0.89 -3.42 0.0000
H 3.32 1.55 -1.86 0.0013
C -1.44 -3.23 6.21 0.0000
C -1.41 -4.30 5.13 0.0000
C -2.57 -5.27 5.33 0.0000
C -2.56 -6.33 4.24 0.0000
C -2.70 -5.65 2.90 0.0001
C -3.35 -6.25 1.85 0.0000
C -3.48 -5.59 0.64 0.0004
F -4.17 -6.22 -0.35 0.0007
C -2.99 -4.33 0.45 0.0008
C -2.35 -3.70 1.51 0.0000
C -1.82 -2.32 1.29 0.0000
O -2.11 -1.69 0.28 -0.0015
C -0.97 -1.83 2.37 0.0011
C -0.87 -2.53 3.52 0.0009
N -1.51 -3.70 3.78 0.0006
C -2.19 -4.35 2.74 0.0000
C -0.08 -0.62 2.27 0.0107
O 0.51 -0.21 3.26 0.0169
O 0.04 -0.11 1.09 0.0683
H -1.64 -3.70 7.18 0.0000
H -2.22 -2.50 6.01 0.0000
H -0.49 -2.70 6.30 0.0000
H -0.47 -4.86 5.19 0.0000
H -3.51 -4.71 5.29 0.0000
H -2.48 -5.72 6.32 0.0000
H -3.38 -7.04 4.37 0.0000
H -1.63 -6.90 4.29 0.0000
H -3.74 -7.26 1.96 0.0000
H -3.07 -3.84 -0.52 0.0007
H -0.23 -2.13 4.29 0.0001
C 3.82 -1.71 1.07 0.0005
Si 2.69 -1.74 -0.42 0.0139
C 1.39 -3.04 -0.15 0.0024
C 3.57 -2.23 -2.00 0.0017
O 2.13 -0.22 -0.69 0.0995
H 4.24 -2.71 1.24 0.0000
H 3.26 -1.41 1.96 0.0000
H 4.65 -1.01 0.93 0.0001
H 1.82 -4.04 -0.29 0.0004
H 0.56 -2.97 -0.85 -0.0005
H 0.97 -2.99 0.86 -0.0001
H 4.09 -3.19 -1.87 0.0003
H 4.31 -1.49 -2.31 0.0001
H 2.85 -2.35 -2.81 0.0000
Cl -3.09 1.08 0.43 0.0036
C -3.91 2.62 0.41 0.0002
Cl -5.54 2.54 1.12 0.0004
H -4.01 2.95 -0.62 0.0000
H -3.33 3.33 0.99 0.0001